Entry from the OMol25 dataset: the molecule C25H31FN4O3 (ωB97M-V/def2-TZVPD).

For the frontier orbital gap, the calculation gives 8.2 eV. The value obtained for the HOMO energy is -7.76 eV. The SMILES is CCN(CC)CCCN(Cc1cc2cc(OC)ccc2[nH]c1=O)C(=O)Nc1ccc(F)cc1. For the LUMO energy, the calculation gives 0.44 eV. Its energy above the lowest of the compared OMol25 structures with the same formula, charge and spin is 20.53 kcal per mole.

Last column: Mulliken charge in e.
Positions of all 64 atoms, in Å:
C -2.03315 -0.32411 -2.55579  -0.960
H -2.12418 -0.15469 -3.62655  0.492
H -1.08460 -0.81726 -2.36976  0.272
H -2.02344 0.64197 -2.05998  0.134
C -3.22171 -1.16284 -2.09804  -0.885
N -3.18598 -1.55693 -0.68432  0.887
C -4.50743 -1.99832 -0.22349  -0.828
C -4.89717 -1.42169 1.13730  -1.009
H -4.30766 -1.84617 1.94361  0.205
H -4.76970 -0.34244 1.14561  0.138
H -5.94390 -1.64506 1.33242  0.485
H -5.26249 -1.67413 -0.94527  0.515
H -4.55750 -3.09515 -0.18386  0.368
C -2.16093 -2.58287 -0.49391  -1.102
C -1.88904 -2.97797 0.95571  -0.825
H -1.12654 -3.75934 0.92570  0.561
H -2.77598 -3.41063 1.42097  0.480
C -1.39525 -1.82413 1.83843  -1.299
N -0.30556 -1.06692 1.26882  0.457
C -0.43368 0.22697 0.84706  0.416
O 0.52676 0.96756 0.72985  -0.710
N -1.73592 0.58930 0.57352  0.501
C -2.18740 1.88227 0.35038  0.410
C -3.46309 2.04818 -0.19670  0.325
C -3.99364 3.30711 -0.39460  -0.891
C -3.24145 4.41152 -0.04029  0.244
C -1.97839 4.27926 0.50439  -0.811
C -1.45390 3.01644 0.70166  -0.672
H -0.46603 2.90144 1.11398  0.463
H -1.41495 5.15957 0.77062  0.448
F -3.75771 5.65084 -0.23139  -0.350
H -4.97695 3.43893 -0.81827  0.462
H -4.03855 1.17796 -0.47143  0.157
H -2.35297 -0.15700 0.22160  -0.382
C 1.01821 -1.63526 1.45547  -0.839
C 2.05850 -1.02242 0.56537  0.029
C 3.22465 -0.53165 1.04131  -0.289
C 4.20470 0.04934 0.18311  0.481
C 5.41333 0.57298 0.66095  -0.311
C 6.31629 1.15080 -0.20943  0.561
C 6.01361 1.21135 -1.58002  -0.726
C 4.83439 0.70231 -2.06312  -0.743
C 3.91683 0.11272 -1.19027  -0.264
N 2.74211 -0.42606 -1.64164  0.101
C 1.78490 -1.02720 -0.86826  0.244
O 0.80480 -1.53440 -1.39704  -0.787
H 2.54027 -0.37683 -2.63354  0.223
H 4.61026 0.75497 -3.11826  0.391
H 6.73420 1.66990 -2.23782  0.448
O 7.51711 1.68666 0.14490  -0.452
C 7.87819 1.67832 1.50446  -0.805
H 7.95891 0.65755 1.89238  0.319
H 7.16480 2.24361 2.11259  0.326
H 8.85361 2.15954 1.55344  0.233
H 5.60750 0.51418 1.72007  0.484
H 3.42295 -0.54383 2.10421  0.386
H 0.94424 -2.70187 1.21205  0.387
H 1.33049 -1.53436 2.50540  0.404
H -1.05610 -2.24143 2.79623  0.358
H -2.21351 -1.13642 2.05158  0.645
H -2.43488 -3.49788 -1.04884  0.482
H -1.22697 -2.20673 -0.91065  0.169
H -4.12740 -0.57018 -2.25586  0.452
H -3.29592 -2.05935 -2.73673  0.392

Forces on the atoms, in the same order (eV/Å):
C -0.1 -0.2 0.1
H 0.0 0.0 -0.1
H 0.1 0.0 0.0
H 0.0 0.1 0.0
C 0.0 0.2 -0.3
N -0.1 -0.1 0.0
C -0.2 0.1 0.2
C 0.0 -0.2 -0.2
H 0.1 0.0 0.1
H 0.0 0.1 0.0
H -0.1 0.0 0.1
H 0.1 -0.1 0.0
H 0.0 0.0 -0.1
C 0.2 -0.2 0.1
C 0.0 0.3 -0.1
H 0.0 -0.1 0.0
H 0.0 -0.1 0.1
C -0.3 -0.3 0.0
N 0.1 -0.1 0.2
C -0.4 0.1 0.1
O 0.1 0.4 0.0
N 0.1 -0.4 0.0
C -0.1 0.5 0.0
C 0.3 -0.1 0.1
C 0.1 0.3 0.0
C 0.0 -0.1 0.0
C -0.3 0.1 -0.1
C 0.1 -0.1 0.0
H 0.0 0.0 0.0
H 0.0 0.1 0.0
F 0.0 -0.1 0.0
H -0.1 0.0 0.0
H -0.1 -0.1 0.0
H 0.0 0.1 0.1
C 0.0 0.2 -0.1
C 0.5 -0.1 0.4
C -0.5 -0.4 -0.2
C 0.1 0.1 -0.7
C 0.2 0.1 -0.1
C -0.2 -0.1 0.0
C 0.0 0.0 0.2
C 0.0 0.0 0.1
C 0.5 0.1 0.6
N -0.2 0.0 -0.3
C 0.4 0.1 -0.2
O -0.2 -0.2 0.0
H -0.1 -0.1 0.2
H 0.0 0.0 -0.1
H 0.1 0.1 -0.1
O 0.0 0.0 -0.3
C 0.0 0.0 0.2
H 0.0 0.0 0.0
H 0.0 0.0 0.0
H -0.1 0.0 0.1
H 0.1 0.0 0.1
H 0.0 0.0 0.1
H 0.0 0.1 0.1
H 0.0 -0.1 -0.1
H -0.1 0.1 0.0
H 0.1 -0.1 0.1
H 0.0 0.1 0.0
H 0.0 -0.1 0.0
H 0.0 -0.1 0.0
H -0.1 0.0 0.0



Entry from the OMol25 dataset: a cluster of 2 separate species, C25H31N2O in total in a non-equilibrium geometry (ωB97M-V/def2-TZVPD).

For the frontier orbital gap, the calculation gives 4.2 eV. The value obtained for the HOMO energy is -9.68 eV. As for the charge: +1. For the LUMO energy, the calculation gives -5.47 eV.

Last column: Mulliken charge in e.
Positions of all 59 atoms, in Å:
C -4.11930 -2.12969 -1.22311  -1.172
N -2.99673 -2.22841 -0.35746  0.196
C -2.56204 -3.51670 0.03309  -1.217
C -1.14239 -3.58612 0.61139  -0.688
C -0.26733 -2.38466 0.28280  0.147
N 1.09940 -2.59409 0.21932  0.055
C 1.58429 -3.97701 0.33048  -0.620
C 3.09688 -4.04369 0.50439  -0.771
O 3.79413 -3.21091 -0.42452  -0.378
C 3.35996 -1.85267 -0.25591  -0.811
C 1.88701 -1.71828 -0.64229  0.359
C -0.83936 -1.16769 0.03307  -0.332
C -2.32560 -1.05472 0.13249  -1.088
H -4.74447 -1.25999 -0.97833  0.369
H -3.80558 -2.02623 -2.28246  0.305
H -4.74701 -3.03275 -1.16411  0.409
H -3.26458 -3.94628 0.77763  0.304
H -2.64906 -4.17723 -0.85557  0.520
H -1.23161 -3.70601 1.70646  0.366
H -0.71361 -4.51823 0.20720  0.438
H 1.11394 -4.47591 1.18919  0.416
H 1.32281 -4.53222 -0.59346  0.366
H 3.34427 -3.77030 1.54577  0.352
H 3.44353 -5.05868 0.28514  0.359
H 3.48217 -1.51255 0.79563  0.382
H 4.00583 -1.26114 -0.92312  0.339
H 1.78601 -2.03345 -1.70273  0.228
H 1.57548 -0.67199 -0.56243  -0.381
H -0.33711 -0.36285 -0.48732  0.973
H -2.68080 -0.17644 -0.42428  0.556
H -2.61818 -0.87574 1.19650  0.062
C 1.67904 2.26931 -0.70428  -0.322
C 2.08680 3.37385 -1.52794  0.370
C 3.31047 3.36101 -2.25632  -0.373
C 3.79549 4.51391 -2.86593  -0.595
C 3.07823 5.71976 -2.78672  -0.338
C 1.82037 5.72965 -2.16932  -0.743
C 1.31328 4.57440 -1.58648  -0.306
C 0.38736 2.16099 -0.18401  0.387
C 0.04473 1.34245 0.89649  -0.510
C -1.15113 1.52444 1.67876  0.787
C -1.26407 0.89174 2.94439  -0.231
C -2.43015 0.99914 3.68760  -0.656
C -3.53109 1.69704 3.17454  -0.352
C -3.43147 2.34552 1.94016  -0.773
C -2.25322 2.28167 1.20000  -0.214
H 2.43858 1.54940 -0.37529  0.489
H 3.84824 2.41432 -2.35362  0.401
H 4.74087 4.49218 -3.41019  0.382
H 3.49987 6.64456 -3.17333  0.401
H 1.22168 6.64085 -2.13091  0.385
H 0.31567 4.58210 -1.14627  0.313
H -0.38864 2.78922 -0.63419  0.315
H 0.83232 0.72469 1.33688  0.251
H -0.40401 0.32311 3.31650  0.353
H -2.49493 0.50822 4.65875  0.386
H -4.46982 1.71368 3.72209  0.416
H -4.28058 2.88790 1.52868  0.400
H -2.16485 2.80747 0.24648  0.332

Forces on the atoms, in the same order (eV/Å):
C -0.3 0.1 -0.7
N 0.3 0.7 0.0
C -0.7 -0.7 -0.2
C -0.1 0.0 0.2
C 0.0 0.6 -0.3
N -0.2 -0.2 0.2
C 0.2 -0.1 -0.7
C 0.1 0.1 -0.1
O -0.6 0.7 0.8
C 0.2 -0.2 -0.3
C 0.7 -0.6 -0.2
C 0.0 -0.9 -0.4
C -0.7 0.0 0.5
H 0.0 -0.2 0.0
H -0.2 0.0 0.2
H 0.1 0.3 0.1
H 0.2 -0.1 -0.1
H 0.3 0.2 0.4
H 0.3 0.1 -0.4
H 0.0 0.6 0.4
H 0.2 0.2 -0.3
H 0.0 0.1 0.3
H 0.2 0.0 -0.3
H -0.1 0.2 0.3
H 0.1 -0.2 -0.4
H -0.3 -0.1 0.3
H -0.1 0.2 0.3
H 0.0 -0.3 0.1
H 0.1 -0.3 0.1
H 0.1 -0.3 0.1
H 0.1 0.1 -0.2
C -1.0 0.0 0.6
C 0.3 0.9 -0.9
C -0.3 -0.1 0.4
C -0.2 0.1 -0.1
C -0.1 -0.6 0.4
C -0.1 -0.2 0.0
C 0.3 -0.4 0.0
C 0.3 -0.1 -0.8
C 0.5 0.8 0.7
C -0.6 -0.2 0.1
C 0.2 0.1 -0.3
C 0.0 -0.1 0.0
C 0.4 -0.1 -0.2
C 0.2 0.0 -0.3
C 0.2 -0.2 0.3
H -0.2 0.2 -0.2
H 0.0 0.4 0.2
H -0.3 -0.1 0.2
H -0.1 -0.2 -0.1
H 0.2 -0.2 -0.1
H 0.4 0.2 0.0
H 0.4 -0.2 0.4
H -0.3 0.1 -0.1
H -0.4 0.1 -0.1
H 0.0 0.1 -0.3
H 0.2 0.1 0.0
H 0.2 -0.1 0.2
H -0.3 -0.2 0.3



Entry from the OMol25 dataset: the molecule C25H31N3O2 (ωB97M-V/def2-TZVPD).

For the frontier orbital gap, the calculation gives 7.6 eV. The value obtained for the HOMO energy is -7.41 eV. The SMILES is CCCCC(=O)N[C@H](c1ccc(N(CC)CC)cc1)c1ccc2cccnc2c1O. For the LUMO energy, the calculation gives 0.20 eV. Its energy above the lowest of the compared OMol25 structures with the same formula, charge and spin is 13.49 kcal per mole.

Last column: Mulliken charge in e.
Positions of all 61 atoms, in Å:
C -4.72261 -1.28850 1.38098  -1.342
C -3.88987 -2.31645 0.62551  0.086
C -2.84645 -2.97447 1.52812  -0.645
H -2.29186 -2.19086 2.05288  0.304
H -3.34826 -3.58042 2.28660  0.428
C -1.87801 -3.85939 0.73418  -0.999
C -1.21357 -3.05102 -0.37268  0.430
O -1.38667 -3.26628 -1.55126  -0.649
N -0.41343 -2.06192 0.09469  0.131
H -0.35176 -1.93131 1.09320  0.448
C -0.06092 -0.89575 -0.69951  -0.109
C -0.96401 0.23045 -0.23914  -0.148
C -2.06664 0.60537 -0.98027  0.246
C -2.97638 1.56312 -0.45318  0.969
N -4.04651 1.86708 -1.21572  -0.648
C -4.91214 2.72726 -0.75522  -0.461
C -4.78921 3.35841 0.49461  -0.519
C -3.70793 3.06361 1.28114  -0.776
C -2.74928 2.13673 0.82253  1.366
C -1.60462 1.74880 1.54475  -1.554
C -0.75028 0.81908 1.01994  -0.268
H 0.12885 0.52054 1.57421  0.492
H -1.41976 2.18857 2.51382  0.389
H -3.57600 3.52635 2.24950  0.428
H -5.54240 4.06095 0.81613  0.405
H -5.75642 2.93992 -1.39854  0.447
O -2.31846 0.08745 -2.19530  -0.634
H -3.15039 0.48777 -2.50309  0.451
C 1.40023 -0.54274 -0.57638  -0.586
C 2.33788 -1.44536 -0.09962  -1.402
C 3.67243 -1.10729 0.00602  -0.641
C 4.13993 0.15739 -0.37620  2.029
C 3.18157 1.05987 -0.86254  -0.487
C 1.85096 0.71382 -0.96007  -1.280
H 1.14505 1.43581 -1.34580  0.441
H 3.47091 2.04513 -1.18869  0.259
N 5.47467 0.49355 -0.31291  0.113
C 5.89156 1.87680 -0.37561  -0.816
C 5.45044 2.70406 0.83457  -0.969
H 5.76987 3.73631 0.71343  0.371
H 4.36857 2.68188 0.93637  0.333
H 5.88674 2.31018 1.74868  0.245
H 6.98185 1.89273 -0.44107  0.367
H 5.50756 2.33656 -1.29291  0.395
C 6.47471 -0.47932 0.05639  -0.949
C 6.68348 -0.62197 1.56730  -1.060
H 7.37078 -1.43926 1.77172  0.388
H 7.10246 0.29043 1.98409  0.308
H 5.73846 -0.82552 2.06439  0.301
H 6.19840 -1.44540 -0.37304  0.477
H 7.42102 -0.18224 -0.40760  0.392
H 4.34750 -1.85089 0.39682  0.267
H 2.02286 -2.43621 0.19405  0.515
H -0.30432 -1.15145 -1.73790  0.662
H -1.11716 -4.27445 1.39877  0.321
H -2.42126 -4.68161 0.26779  0.364
H -3.38738 -1.82583 -0.20969  0.066
H -4.54212 -3.08525 0.20731  0.312
H -5.46074 -0.83700 0.72232  0.356
H -4.08642 -0.49538 1.77127  0.216
H -5.24400 -1.75299 2.21569  0.426

Forces on the atoms, in the same order (eV/Å):
C 0.1 -0.1 -0.2
C 0.1 0.1 0.3
C -0.1 -0.1 -0.2
H 0.0 0.0 0.1
H 0.0 0.0 0.1
C -0.1 0.1 0.0
C -0.1 -0.6 0.4
O -0.1 0.0 -0.3
N 0.4 0.3 0.1
H -0.1 -0.1 0.0
C -0.2 0.0 -0.2
C -0.4 0.0 -0.6
C 0.3 0.0 0.3
C 0.1 0.2 0.5
N 0.0 -0.2 -0.3
C -0.1 0.0 -0.1
C 0.2 0.0 0.2
C -0.1 0.0 -0.2
C -0.1 -0.2 -0.5
C 0.2 -0.1 0.2
C -0.2 0.3 0.2
H 0.1 0.0 0.1
H 0.0 0.0 0.1
H 0.0 0.0 0.1
H -0.1 0.1 0.0
H -0.1 0.1 0.0
O 0.1 -0.1 0.0
H 0.0 0.0 0.1
C 0.0 -0.1 0.0
C -0.2 0.1 -0.1
C 0.2 0.0 0.0
C -0.2 -0.1 -0.1
C 0.1 0.1 0.0
C 0.0 -0.2 0.0
H 0.0 0.1 0.0
H 0.1 0.1 0.0
N 0.3 0.0 -0.1
C -0.2 0.2 0.1
C 0.1 -0.1 -0.2
H 0.0 0.1 0.0
H -0.1 0.0 0.1
H 0.0 0.0 0.1
H -0.1 0.0 -0.1
H 0.1 0.0 0.0
C 0.1 -0.2 0.2
C 0.0 0.0 -0.3
H 0.1 -0.1 0.1
H 0.0 0.1 0.1
H -0.1 0.0 0.1
H 0.1 0.1 0.0
H -0.1 -0.1 0.0
H 0.1 0.0 0.0
H 0.0 -0.1 0.0
H 0.0 0.0 0.2
H 0.0 -0.1 0.0
H 0.1 0.0 0.0
H 0.0 0.0 -0.1
H 0.0 0.0 -0.1
H -0.1 0.1 0.0
H 0.0 0.1 0.1
H -0.1 0.0 0.1